Entry 1:
DFT (ωB97M-V/def2-TZVPD) results for a molecular structure, CH5N2O in a non-equilibrium geometry.

Energy relative to the best compared isomer or geometry (same formula, charge and spin), kcal/mol: 108.2
E_tot, eV: -6134.389
Total charge: +1
M, Da: 61.064
Frontier orbital gap, eV: 10.5519
HOMO energy, eV: -16.9

```
9
Properties=species:S:1:pos:R:3:forces:R:3
C 0.519549 -0.000438 0.430404 -2.35 -1.28 1.57
N 1.251189 0.929299 -0.235727 2.10 -1.60 -0.84
N -1.003152 -0.243540 -0.116724 2.78 -3.44 1.50
O 1.445645 -0.830106 -0.076319 -0.61 3.01 0.34
H 0.279866 0.143706 1.553999 1.11 -0.28 -1.65
H 1.187302 0.933008 -1.269146 -0.47 0.02 0.48
H -1.300102 0.657452 0.079467 -1.82 2.40 -1.13
H -1.407188 -0.808901 0.651676 -0.11 -0.16 -0.88
H -0.973111 -0.780478 -1.017633 -0.64 1.32 0.61
```
Forces are in eV/Å.

Entry 2:
DFT (ωB97M-V/def2-TZVPD) results for a molecular structure, C23H38B2F4N6O4SScSi.

Energy relative to the best compared isomer or geometry (same formula, charge and spin), kcal/mol: 0.4
E_tot, eV: -93247.606
Total charge: -1
M, Da: 665.320
Frontier orbital gap, eV: 6.2440
HOMO energy, eV: -3.8

```
80
Properties=species:S:1:pos:R:3:forces:R:3
Sc 0.939380 0.324683 0.416924 0.01 0.09 0.07
C 3.381161 3.084264 -2.365367 0.00 -0.01 0.01
C 2.895327 2.020346 -1.438004 0.03 -0.02 0.01
N 1.661027 1.884909 -1.117570 0.03 0.04 0.07
O 0.788914 2.771087 -1.665065 0.02 -0.01 -0.01
B -0.560330 2.216650 -1.430841 -0.06 -0.02 0.00
F -1.501131 3.143324 -1.822239 0.01 0.01 -0.01
F -0.664484 1.953249 0.003122 0.00 -0.03 0.00
O -0.774584 0.959764 -2.113046 -0.05 0.00 -0.01
N -0.321743 -0.165165 -1.384230 -0.11 -0.03 -0.11
C -0.842955 -1.280820 -1.859970 0.09 0.00 0.04
C -1.800391 -1.229084 -3.031644 0.03 -0.08 0.02
C 0.578671 -2.804787 -0.464850 -0.01 -0.04 -0.02
N 1.326801 -1.852724 0.037964 0.00 0.01 -0.02
O 2.426001 -2.403484 0.720517 0.01 0.01 0.03
B 3.085122 -1.446143 1.572879 0.01 0.04 0.01
F 3.841083 -2.074330 2.527465 -0.01 0.00 -0.02
F 2.037670 -0.616339 2.161822 -0.01 -0.01 0.04
O 3.976911 -0.507485 0.829983 -0.02 -0.01 -0.01
N 3.204112 0.313646 0.083297 0.06 0.00 -0.02
C 3.800957 1.098932 -0.738269 -0.06 0.00 0.03
C 5.282700 1.156083 -0.912905 0.01 -0.01 0.00
C 0.941515 -4.227395 -0.124441 0.02 -0.01 -0.02
H 2.641932 3.258150 -3.144650 0.00 0.00 0.00
H 4.335302 2.809663 -2.811535 0.00 0.00 0.00
H 3.511840 4.024658 -1.822370 0.00 0.00 -0.01
H -2.575001 -1.985882 -2.924225 -0.01 0.03 -0.02
H -1.253121 -1.469749 -3.946575 0.00 0.05 -0.01
H -2.240214 -0.247506 -3.154508 0.00 0.03 0.00
H 5.762133 0.552329 -0.148245 0.00 -0.01 -0.01
H 5.638698 2.184446 -0.833792 -0.01 0.01 0.00
H 5.570928 0.773807 -1.895508 0.00 0.00 0.00
H 0.192214 -4.929573 -0.474256 0.00 -0.01 0.01
H 1.070130 -4.320581 0.953154 -0.01 0.00 0.00
H 1.905989 -4.479261 -0.568159 0.00 0.00 0.00
C -4.818141 -0.479150 -1.030195 0.03 -0.03 0.00
C -3.726609 0.468805 -0.563701 0.05 0.07 0.01
N -2.880529 -0.175897 0.433211 -0.01 -0.03 0.02
C -2.317880 0.380598 1.512875 0.01 0.04 -0.01
S -0.980605 -0.400103 2.236816 0.01 0.00 0.04
N -2.829380 1.508576 2.013808 0.03 0.00 -0.07
C -2.151842 2.325536 3.018639 -0.03 -0.03 0.03
C -2.515627 1.935903 4.441087 0.01 0.01 0.00
H -5.421734 -0.013774 -1.810318 0.00 0.00 0.00
H -5.466252 -0.761166 -0.199404 -0.02 0.00 -0.01
H -4.380990 -1.390478 -1.442798 0.00 0.00 0.00
H -4.171341 1.374273 -0.154177 -0.05 -0.03 0.05
H -3.094233 0.794968 -1.392475 -0.01 -0.01 -0.02
H -2.338812 -0.963771 0.096615 -0.03 -0.03 -0.01
H -3.546829 1.965525 1.478788 0.00 0.01 -0.01
H -2.429845 3.360924 2.817489 0.00 0.00 -0.01
H -1.079056 2.235853 2.858364 0.01 0.01 0.00
H -3.588594 2.037821 4.616135 0.00 0.00 0.00
H -1.985189 2.578165 5.145956 -0.01 0.00 0.00
H -2.223191 0.903938 4.631559 0.00 0.00 0.00
C 1.742622 2.196609 3.831522 0.07 -0.02 0.04
Si 1.850344 2.514017 1.949071 -0.03 -0.01 -0.06
C 0.962714 4.189718 1.689459 -0.02 -0.02 -0.04
C 3.682319 3.032555 1.748069 0.00 0.00 0.03
H 2.032973 3.084111 4.406133 0.00 0.00 0.00
H 2.427719 1.383977 4.088931 -0.01 0.00 0.02
H 0.750003 1.882537 4.164148 -0.03 0.00 -0.04
H 1.399144 4.968785 2.325004 0.00 0.01 0.00
H -0.107773 4.136025 1.904548 0.02 0.00 -0.01
H 1.056405 4.504266 0.645526 -0.01 0.01 0.00
H 3.927747 3.826408 2.462185 0.00 0.00 0.00
H 3.884448 3.426527 0.746575 0.01 0.00 -0.01
H 4.360925 2.193858 1.927495 0.00 0.00 0.00
C -0.519535 -2.549211 -1.328131 -0.04 0.02 -0.01
C -1.298233 -3.722065 -1.839573 -0.01 -0.02 0.02
C -2.453254 -4.154908 -1.187255 0.01 0.01 -0.01
C -3.191151 -5.231287 -1.661791 0.00 0.00 0.01
C -2.782906 -5.905240 -2.804040 0.00 0.00 0.00
C -1.631724 -5.494345 -3.462531 0.00 0.01 0.00
C -0.902213 -4.415439 -2.983172 0.00 0.00 -0.01
H -2.765150 -3.636871 -0.286637 0.00 0.00 0.00
H -4.084111 -5.546634 -1.135408 0.00 0.00 0.00
H -3.354292 -6.746743 -3.175888 0.00 0.00 0.00
H -1.301059 -6.016961 -4.352151 0.00 0.00 0.00
H -0.001847 -4.095924 -3.495224 0.00 0.00 -0.01
```
Forces are in eV/Å.

Entry 3:
DFT (ωB97M-V/def2-TZVPD) results for a molecular structure, C10H27F8KLiNNa2O6P2S in a non-equilibrium geometry.

E_tot, eV: -101095.861
Total charge: 0
M, Da: 595.345
Frontier orbital gap, eV: 3.6419
HOMO energy, eV: -6.0

```
59
Properties=species:S:1:pos:R:3:forces:R:3
C -1.273646 2.575322 1.587966 0.16 -0.13 0.05
C -0.705549 3.603249 0.656553 0.16 0.04 0.78
F 0.312105 4.276849 1.366059 0.51 0.21 -0.02
P -0.001967 3.039343 -0.909699 -0.55 0.39 -0.88
S 0.456567 1.058529 -0.775318 0.36 -0.75 0.73
H -1.675137 1.709850 1.088267 -0.25 -0.12 -0.15
H -0.488678 2.229020 2.252889 0.20 -0.09 0.15
H -2.053772 3.047830 2.168452 -0.26 0.06 0.13
H -1.439040 4.354612 0.342833 -0.35 -0.27 0.13
H -0.881258 3.310700 -1.943845 -0.04 -0.09 -0.25
H 1.132721 3.804350 -1.140611 0.23 0.12 0.11
H 0.645831 0.733660 -2.055045 0.05 0.20 -0.27
C -2.654890 5.485550 -1.050843 -2.39 0.47 0.33
O -1.609414 5.012532 -1.613259 0.01 0.49 0.05
O -3.146557 5.033551 0.083959 1.39 0.29 -0.61
O -3.307527 6.525747 -1.527377 0.43 -3.30 -2.99
C 1.602576 0.128989 4.099251 -0.29 0.24 0.66
C 0.913535 -1.039032 3.391619 0.53 -0.40 -0.33
C 1.922949 -2.119405 3.025063 -0.45 0.12 0.36
O 0.269639 -0.560417 2.236574 -0.23 0.28 0.20
H 2.322636 0.567646 3.408533 -0.39 -0.74 -0.70
H 0.881759 0.909477 4.363281 -0.07 -0.08 0.01
H 2.118227 -0.200430 5.015425 -0.03 -0.04 -0.12
H 0.123674 -1.442488 4.047155 -0.23 0.38 -0.02
H 2.711525 -1.676961 2.314788 0.35 -0.43 0.15
H 1.431171 -2.946092 2.504483 -0.05 0.00 -0.02
H 2.418190 -2.522000 3.925145 0.43 0.07 -0.15
H 0.964688 -0.201324 1.665419 -0.02 -0.30 -0.26
C 1.012985 -4.548275 -3.417762 -0.13 -0.10 0.02
C 1.327776 -3.888910 -2.076829 0.21 0.02 -0.26
C 0.773486 -2.467078 -1.945387 -0.13 -0.02 0.31
O 1.495405 -1.479046 -2.662161 -0.12 0.18 -0.11
C 1.213256 -1.397375 -4.046772 0.10 0.04 0.04
N 2.770230 -3.949636 -1.847574 -0.05 0.13 0.16
H 1.670135 -4.190519 -4.209629 0.02 0.05 0.01
H 1.158782 -5.624641 -3.343130 0.06 -0.02 0.01
H -0.021552 -4.369041 -3.719736 0.01 0.02 -0.01
H 0.842177 -4.484567 -1.298034 -0.03 0.06 0.05
H 0.855406 -2.175857 -0.894841 0.07 0.06 -0.01
H -0.292958 -2.422585 -2.209960 0.04 -0.05 -0.10
H 0.161448 -1.613322 -4.257039 0.00 -0.03 -0.01
H 1.848812 -2.070049 -4.626122 -0.08 -0.06 -0.04
H 1.434301 -0.378475 -4.368341 -0.02 0.02 0.02
H 2.990478 -3.629003 -0.907218 0.00 -0.10 0.03
H 3.213419 -3.261183 -2.448343 0.03 -0.04 -0.07
K -2.870759 7.876999 -0.091168 0.65 2.67 2.94
F -3.286787 1.004270 -2.629555 0.11 -0.30 0.86
P -3.991180 1.546669 -1.238561 0.26 -0.95 -0.42
F -4.801748 0.100355 -1.373672 -0.31 0.91 -0.57
F -2.562310 2.294226 -0.993516 -0.52 0.39 0.28
F -5.498884 1.999775 -0.432301 -0.34 0.31 0.89
F -4.446664 2.837053 -2.079173 -0.22 -0.68 -0.11
F -3.637354 0.961307 0.284780 0.05 0.02 -0.71
Na -7.437570 1.931994 0.492881 0.76 0.02 -0.38
Na 3.559292 1.660239 4.257716 0.72 0.20 -0.04
O 3.462190 -5.412808 3.917002 -1.29 0.85 0.74
H 3.147978 -4.752911 3.283164 0.33 -0.16 -0.21
Li 1.035827 -3.554079 4.983357 1.04 -0.76 -0.77
F 3.884024 -1.242182 1.370206 -0.40 0.70 0.40
```
Forces are in eV/Å.

Entry 4:
DFT (ωB97M-V/def2-TZVPD) results for 5 unconnected molecules or ions with the total composition C40H48F15NO14.

E_tot, eV: -113177.821
Total charge: 0
SMILES: CCCC1=C(CCCCn2cccc2)C(=O)C(C[C@@H](O)C(F)(F)F)=C(CC(=O)OC(C)=O)C1=O.CCOC(=O)C(F)(F)F.CCOC(=O)C(F)(F)F.CCOC(=O)C(F)(F)F.CCOC(=O)C(F)(F)F
M, Da: 1051.787
Frontier orbital gap, eV: 6.4528
HOMO energy, eV: -7.8

```
118
Properties=species:S:1:pos:R:3:forces:R:3
C -0.811200 4.713319 5.468369 0.00 0.22 0.25
C -1.743644 5.729917 4.793815 0.08 0.03 -0.08
C -1.794157 5.640908 3.246269 -0.14 -0.27 0.37
C -1.807075 4.228259 2.729353 0.03 -0.11 -0.07
C -0.770362 3.611198 2.133182 -0.04 0.16 0.01
C 0.554928 4.300991 1.866870 -0.13 0.00 -0.08
C 1.494817 3.723519 0.783738 0.14 0.22 -0.04
C 2.900890 3.394209 1.297786 0.02 -0.14 0.09
C 2.957271 2.374275 2.435979 0.01 -0.09 0.01
N 3.051337 0.998834 1.965235 0.07 0.00 -0.17
C 2.715807 0.502209 0.729117 0.07 0.09 0.12
C 2.928974 -0.849704 0.738310 -0.04 -0.20 0.15
C 3.404247 -1.195779 2.034500 -0.10 -0.14 -0.34
C 3.465718 -0.036394 2.755005 0.10 -0.04 0.21
C -0.926522 2.162980 1.827531 -0.15 0.06 0.09
O 0.014901 1.401665 1.815623 0.13 0.00 -0.04
C -2.301050 1.611879 1.587144 -0.01 -0.06 -0.11
C -2.339142 0.344579 0.778603 0.11 -0.10 0.18
C -1.896335 0.525918 -0.677851 0.06 -0.16 -0.10
O -2.105506 -0.636194 -1.447011 0.06 0.02 0.15
C -2.600278 1.699822 -1.359904 0.05 -0.06 0.13
F -2.472514 1.668221 -2.679203 0.07 -0.03 -0.21
F -2.075895 2.867839 -0.934052 0.04 0.10 0.10
F -3.916182 1.733024 -1.081687 -0.18 -0.03 0.03
C -3.338332 2.228139 2.151260 0.04 0.14 0.16
C -4.758356 1.736785 2.133668 0.04 -0.18 0.15
C -5.027371 0.830445 3.314182 0.03 0.03 0.35
O -4.480397 0.863527 4.371613 0.01 -0.04 -0.25
O -6.070671 -0.052860 3.049486 0.22 0.05 -0.30
C -5.917672 -1.416021 3.155958 -0.03 -0.05 0.12
C -4.621491 -1.962018 3.691020 -0.06 -0.20 0.04
O -6.817328 -2.100855 2.773237 -0.03 -0.02 0.11
C -3.089375 3.481790 2.936702 0.20 -0.10 -0.27
O -3.951326 3.908656 3.669947 -0.20 0.17 0.03
H -1.372281 3.865180 5.866207 0.10 -0.07 -0.20
H -0.033376 4.343486 4.797017 -0.06 -0.03 0.01
H -0.301045 5.173685 6.318914 -0.06 -0.07 -0.05
H -2.753380 5.615005 5.183876 0.03 -0.01 0.00
H -1.421045 6.744255 5.044460 -0.05 -0.05 -0.04
H -2.722321 6.115789 2.918853 0.15 0.15 -0.07
H -0.939258 6.183210 2.846183 -0.11 -0.02 -0.12
H 1.079351 4.404641 2.824234 0.07 -0.05 -0.10
H 0.309722 5.321797 1.562154 0.01 -0.08 0.14
H 1.599884 4.492652 0.011798 0.02 -0.15 -0.01
H 1.077597 2.851348 0.287744 -0.14 0.00 0.07
H 3.395602 4.316123 1.620894 -0.13 -0.05 0.06
H 3.509463 2.995545 0.481354 -0.02 0.17 -0.02
H 2.082284 2.450095 3.089430 0.01 0.10 -0.06
H 3.838416 2.561275 3.056026 -0.05 -0.02 -0.07
H 2.366090 1.135616 -0.068506 0.05 -0.03 0.06
H 2.763228 -1.529187 -0.083236 0.00 0.10 0.01
H 3.659063 -2.185380 2.379716 0.02 0.09 0.00
H 3.777510 0.121930 3.777651 -0.05 0.10 -0.10
H -1.624105 -0.357336 1.220453 -0.05 0.03 -0.01
H -3.328464 -0.123431 0.804335 0.01 0.16 -0.06
H -0.825155 0.750009 -0.702439 -0.06 0.06 -0.02
H -2.678544 -1.247717 -0.974291 -0.08 0.05 -0.06
H -5.444416 2.582080 2.245736 0.02 -0.05 -0.11
H -4.999170 1.198330 1.218305 -0.03 0.16 0.00
H -3.858655 -1.940863 2.905082 -0.08 0.16 0.07
H -4.806963 -3.003776 3.951238 0.00 0.08 -0.07
H -4.256398 -1.421694 4.558978 0.01 0.05 -0.07
C 4.107407 2.346407 -5.233213 0.11 -0.04 0.10
C 3.460452 0.982370 -5.311262 -0.15 0.16 -0.17
O 4.259897 -0.010956 -4.629810 0.01 -0.05 0.06
C 4.104392 -0.083143 -3.316872 -0.02 -0.01 -0.08
O 3.373341 0.571546 -2.635456 0.00 0.02 0.04
C 5.001423 -1.212341 -2.760455 -0.05 0.04 -0.10
F 6.220974 -1.161371 -3.314360 0.01 -0.02 0.10
F 4.456936 -2.400265 -3.069972 0.03 -0.02 0.01
F 5.122163 -1.129713 -1.448927 0.04 0.02 -0.01
H 5.121817 2.310642 -5.630667 -0.02 0.01 -0.04
H 3.529440 3.061508 -5.817831 -0.01 0.00 -0.01
H 4.152865 2.699520 -4.203576 -0.04 0.00 0.00
H 3.402065 0.629317 -6.338136 0.06 -0.05 0.02
H 2.457638 0.984310 -4.886393 0.03 -0.02 0.07
C -1.606685 -5.513190 3.831806 0.11 0.00 0.07
C -1.607402 -4.045068 3.470180 -0.20 -0.11 -0.10
O -0.679859 -3.304245 4.290194 -0.01 0.07 -0.02
C 0.587439 -3.337673 3.901271 0.03 0.04 -0.04
O 1.041359 -3.909795 2.957316 -0.01 -0.05 0.00
C 1.438630 -2.469631 4.849235 0.16 0.09 0.12
F 1.125725 -2.704044 6.130377 -0.04 0.00 0.01
F 1.224653 -1.173826 4.598247 -0.08 -0.06 0.07
F 2.732958 -2.727532 4.691266 -0.07 -0.02 0.01
H -1.821574 -5.644298 4.892348 -0.04 0.00 -0.01
H -2.368672 -6.036556 3.254607 -0.01 0.00 -0.01
H -0.640147 -5.966828 3.616957 -0.01 0.01 -0.04
H -2.574819 -3.589017 3.671770 0.14 -0.04 0.07
H -1.358296 -3.888901 2.420877 0.08 0.00 0.00
C 7.926988 -2.942331 -5.460213 0.19 0.06 -0.04
C 7.300036 -2.685538 -6.810572 -0.21 -0.21 0.13
O 7.912914 -1.550826 -7.465075 0.04 0.04 -0.07
C 9.041201 -1.790752 -8.111688 -0.07 0.03 0.02
O 9.610107 -2.834846 -8.225455 0.03 -0.02 0.00
C 9.539869 -0.489646 -8.780553 0.01 -0.06 0.03
F 9.453113 0.553075 -7.949377 0.02 0.02 -0.01
F 8.790855 -0.226160 -9.860923 0.00 0.03 -0.01
F 10.803184 -0.619893 -9.165672 0.00 0.02 -0.02
H 7.879853 -2.047525 -4.844576 -0.05 0.01 0.03
H 7.390011 -3.742980 -4.952306 -0.02 0.00 0.01
H 8.971935 -3.235642 -5.557982 -0.03 -0.06 -0.06
H 6.252489 -2.409340 -6.710843 0.03 0.08 -0.01
H 7.369293 -3.554480 -7.463569 0.09 0.04 -0.03
C -8.229986 -2.063354 -0.168347 -0.08 0.11 -0.20
C -7.774997 -3.474214 -0.450693 0.05 0.01 0.33
O -8.074151 -3.866664 -1.811894 0.04 0.00 -0.08
C -7.201004 -3.481569 -2.724922 -0.05 -0.05 0.04
O -6.190335 -2.864791 -2.555282 0.03 0.03 0.00
C -7.640092 -3.995108 -4.114966 0.03 0.05 0.03
F -8.945510 -3.801904 -4.318726 -0.01 0.00 -0.03
F -7.391317 -5.309307 -4.204814 -0.01 -0.02 -0.01
F -6.964807 -3.372805 -5.073908 -0.01 -0.02 -0.02
H -9.295552 -1.954873 -0.374062 0.00 -0.04 0.04
H -8.044129 -1.828876 0.877518 -0.03 0.00 -0.01
H -7.691838 -1.345071 -0.788026 0.04 -0.03 0.01
H -8.306015 -4.192223 0.169438 -0.05 -0.03 -0.09
H -6.706577 -3.595335 -0.277988 0.01 0.02 -0.06
```
Forces are in eV/Å.